No. 1
This record from OMol25 describes a structure of composition C7H14BBrCuIN3OP at a distorted geometry. The level of theory is ωB97M-V/def2-TZVPD.

- HOMO-LUMO gap (spin up / spin down) (eV) = 5.131 / 5.079
- 2S+1 = 2
- net charge = +1
- HOMO (spin up / spin down) (eV) = -11.6 / -11.5
- energy (hartree) = -5392.6688

Element x y z (Å)
C 2.82 2.07 2.49
C 2.74 1.16 1.71
B 2.63 -0.02 0.69
I 4.59 -1.05 0.52
C 1.42 -1.03 1.09
C 0.60 -1.65 -0.07
C -0.70 -0.87 -0.26
C -1.70 -1.52 -1.22
N -3.07 -0.97 -1.10
C -3.10 0.41 -0.93
N -2.93 1.20 -1.89
N -3.25 0.87 0.48
P 2.33 0.93 -1.06
O 3.15 2.30 -1.08
Br 3.05 -0.17 -2.83
H 2.73 2.84 3.22
H 1.86 -1.83 1.68
H 0.73 -0.50 1.75
H 1.15 -1.68 -1.01
H 0.33 -2.68 0.17
H -1.18 -0.81 0.74
H -0.43 0.13 -0.60
H -1.74 -2.59 -1.01
H -1.36 -1.40 -2.25
H -3.60 -1.46 -0.38
H -2.88 2.18 -1.60
H -3.80 1.73 0.50
H -2.28 1.15 0.69
H 4.11 2.15 -0.98
Cu -2.27 1.10 2.54

=====

No. 2
This record from OMol25 describes a structure of composition C25H64INO15SSi2 at a distorted geometry. The level of theory is ωB97M-V/def2-TZVPD.

- HOMO-LUMO gap (eV) = 7.058
- HOMO (eV) = -6.8
- energy (hartree) = -3448.9902

Element x y z (Å)
C -1.97 -1.35 -0.03
C -2.03 -0.29 -0.92
C -1.93 1.16 -0.47
Si -0.08 1.57 -0.26
N 0.22 3.28 -0.60
C 0.72 3.89 0.34
O 1.43 4.46 1.07
O 0.78 0.52 -1.27
Si 1.58 1.22 -2.54
C 2.02 -0.17 -3.76
C 2.23 -1.48 -2.94
C 3.37 -2.41 -3.50
I 0.37 -2.58 -2.90
S 3.49 2.14 -1.98
C 4.81 0.92 -1.85
O 3.89 3.06 -3.04
O 3.45 2.85 -0.70
C 0.37 1.08 1.50
C 1.71 1.19 1.91
C 2.12 0.82 3.18
C 1.16 0.31 4.06
C -0.17 0.20 3.70
C -0.56 0.59 2.42
H -2.88 -1.93 0.18
H -1.00 -1.60 0.42
H -2.12 -0.48 -2.00
H -2.31 1.80 -1.28
H -2.48 1.33 0.46
H 0.78 2.26 -3.20
H 1.20 -0.26 -4.48
H 2.92 0.09 -4.34
H 2.51 -1.27 -1.90
H 2.91 -3.33 -3.87
H 4.02 -2.70 -2.65
H 3.93 -1.86 -4.25
H 5.49 1.16 -1.03
H 5.36 0.89 -2.80
H 4.42 -0.09 -1.67
H 2.44 1.58 1.20
H 3.16 0.91 3.47
H 1.48 -0.01 5.05
H -0.90 -0.20 4.41
H -1.62 0.48 2.17
C -5.04 -4.29 -0.87
O -4.80 -3.01 -0.26
H -4.63 -5.06 -0.22
H -6.11 -4.44 -0.98
H -4.55 -4.33 -1.84
H -5.17 -2.35 -0.85
C 6.73 -4.13 -1.52
O 5.63 -3.61 -0.78
H 6.57 -3.91 -2.57
H 7.66 -3.66 -1.19
H 6.79 -5.21 -1.38
H 5.79 -3.81 0.15
C -3.36 -7.90 -1.99
O -4.40 -7.38 -1.17
H -2.61 -7.12 -2.13
H -2.89 -8.76 -1.50
H -3.75 -8.21 -2.96
H -5.05 -8.08 -1.05
C 2.13 -3.35 0.45
O 2.38 -2.07 1.03
H 2.53 -4.11 1.11
H 1.05 -3.50 0.34
H 2.61 -3.42 -0.53
H 2.01 -1.40 0.44
C 0.51 4.95 4.57
O 0.17 3.72 3.94
H -0.06 5.02 5.50
H 1.57 4.98 4.80
H 0.24 5.79 3.92
H 0.67 3.66 3.12
C -3.28 5.63 5.33
O -3.82 4.49 4.67
H -4.09 6.20 5.77
H -2.60 5.31 6.13
H -2.74 6.26 4.62
H -3.07 4.01 4.29
C 6.95 5.44 -2.42
O 7.02 4.36 -3.34
H 7.91 5.95 -2.42
H 6.17 6.15 -2.73
H 6.73 5.07 -1.42
H 6.17 3.92 -3.34
C -5.23 1.84 2.74
O -4.57 1.23 1.63
H -4.47 2.12 3.47
H -5.77 2.72 2.42
H -5.92 1.13 3.20
H -5.25 0.99 0.99
C -7.77 -5.06 -3.50
O -7.55 -3.78 -2.90
H -7.36 -5.82 -2.84
H -8.85 -5.24 -3.61
H -7.28 -5.12 -4.47
H -7.92 -3.12 -3.49
C -8.34 4.22 3.45
O -8.38 3.17 2.49
H -7.37 4.70 3.39
H -9.12 4.96 3.23
H -8.49 3.82 4.46
H -9.24 2.75 2.55
C 8.77 0.01 -1.76
O 7.97 -1.10 -1.38
H 9.55 -0.32 -2.43
H 8.15 0.76 -2.27
H 9.24 0.46 -0.87
H 7.29 -0.78 -0.78

=====

No. 3
This record from OMol25 describes a cluster of 2 separate species, C12H24F3N2O3 in total. The level of theory is ωB97M-V/def2-TZVPD.

- HOMO-LUMO gap (eV) = 10.444
- net charge = +1
- HOMO (eV) = -13.2
- energy (hartree) = -1106.2175

Element x y z (Å)
C 2.00 0.88 -0.57
C 1.62 2.32 -0.97
C 0.92 3.05 0.15
O -0.23 2.34 0.65
C -1.24 2.22 -0.30
N -2.46 1.93 0.49
C -3.68 2.68 0.04
C -4.03 2.29 -1.36
N -4.31 0.85 -1.48
C -3.35 -0.04 -0.80
C -2.82 0.47 0.53
H 1.30 0.19 -1.03
H 1.90 0.75 0.50
H 3.00 0.65 -0.90
H 1.01 2.30 -1.87
H 2.52 2.87 -1.23
H 1.60 3.14 0.99
H 0.61 4.05 -0.15
H -1.04 1.39 -0.97
H -1.37 3.14 -0.87
H -2.26 2.21 1.45
H -4.49 2.35 0.69
H -3.55 3.74 0.16
H -3.28 2.63 -2.07
H -4.94 2.83 -1.61
H -4.23 0.64 -2.46
H -2.51 -0.30 -1.44
H -3.87 -0.96 -0.56
H -1.91 -0.07 0.77
H -3.54 0.34 1.33
C 1.25 -2.62 1.00
C 2.42 -2.85 1.93
O 3.16 -4.02 1.55
C 4.00 -3.87 0.52
O 4.19 -2.86 -0.09
C 4.73 -5.19 0.26
F 3.87 -6.22 0.25
F 5.65 -5.40 1.22
F 5.35 -5.14 -0.93
H 0.60 -3.50 0.98
H 0.66 -1.76 1.34
H 1.58 -2.42 -0.02
H 2.09 -3.03 2.94
H 3.09 -1.99 1.94

=====

No. 4
This record from OMol25 describes a cluster of 3 separate species, C5H13NO2 in total at a distorted geometry. The level of theory is ωB97M-V/def2-TZVPD.

- HOMO-LUMO gap (spin up / spin down) (eV) = 10.002 / 6.318
- 2S+1 = 2
- net charge = +1
- HOMO (spin up / spin down) (eV) = -13.8 / -13.8
- energy (hartree) = -403.1647
- relative energy (zero: lowest compared OMol25 entry of this formula, charge and spin) (kcal/mol) = 49.7

Element x y z (Å)
C -0.26 -0.09 -0.31
C 0.11 0.03 1.01
N 0.83 -0.92 1.75
C -1.21 1.08 -0.72
C -0.77 1.84 -1.91
C 0.50 1.97 -2.12
H -0.09 -0.94 -1.04
H -0.11 0.89 1.61
H 0.81 -0.94 2.78
H 1.39 -1.60 1.30
H -1.12 1.75 0.19
H -2.36 0.72 -0.78
H -1.54 2.52 -2.35
H 0.94 2.61 -2.83
H 1.21 1.33 -1.63
H 5.59 -1.32 -1.67
H 6.11 -2.30 -0.87
O 5.30 -1.80 -0.97
H -4.46 -0.43 2.10
H -5.01 -1.92 2.03
O -4.97 -1.07 2.62